(1)
{
  "formula": "C13H14BF3O2",
  "method": "wB97M-V/def2-TZVPD",
  "species": ["C", "C", "C", "H", "C", "H", "F", "H", "H", "H", "C", "H", "C", "C", "F", "H", "O", "H", "H", "H", "O", "C", "H", "C", "B", "C", "H", "H", "F", "H", "C", "C", "C"],
  "coordinates": [[-1.40024, 1.34201, -2.17541], [0.62778, -1.70374, 2.61860], [1.55023, 0.99603, 4.93665], [2.52204, 1.46118, 4.73493], [-3.57735, 0.52782, -2.85927], [-3.86145, -1.62299, -2.75228], [-0.06218, 1.07863, 0.36160], [-2.97439, 2.62249, -2.84567], [0.97862, -1.93148, 4.82413], [-1.52393, -2.04700, -1.92836], [0.42971, -0.24675, -1.52126], [0.37318, -2.70706, 2.29610], [-2.68843, 1.58959, -2.65357], [1.18429, 0.04776, 3.90562], [1.87409, -0.49840, 0.18139], [1.61994, 0.45551, 5.88536], [1.23007, 0.74067, -2.04324], [-4.59157, 0.73128, -3.20760], [2.32116, -0.18507, -3.59932], [3.01527, 1.28635, -2.86150], [1.02180, 0.48705, 2.62493], [0.93645, -1.29972, 3.94468], [0.77574, -1.24739, -1.82522], [0.69310, -0.55272, 1.83787], [0.43051, -0.22177, 0.18449], [-1.87092, -1.04597, -2.17974], [-0.70839, 2.14965, -1.94150], [0.79707, 1.78468, 5.04588], [-0.52980, -1.31637, 0.24056], [3.07521, -0.26380, -1.97207], [-0.97665, 0.01860, -1.98809], [-3.16951, -0.78718, -2.61509], [2.47853, 0.35813, -2.65364]],
  "atomic_forces_ev_per_a": [[-0.364, -0.134, -0.302], [0.145, 0.230, -1.186], [0.180, 0.765, 0.785], [-0.166, 0.020, 0.015], [0.169, -0.019, -0.037], [0.204, 0.363, 0.017], [0.117, 0.520, -0.454], [-0.134, -0.282, 0.068], [-0.063, 0.150, -0.164], [-0.251, 0.158, -0.219], [-0.881, 0.804, -5.351], [0.116, 0.351, -0.071], [0.452, -0.113, 0.248], [-0.375, -1.713, -0.662], [1.266, 0.152, -0.608], [-0.008, 0.152, -0.106], [0.394, -0.679, 0.588], [0.297, -0.089, 0.098], [-0.234, 0.186, 0.300], [-0.152, -0.155, 0.073], [0.716, 0.291, -0.604], [0.056, 0.648, 0.042], [0.082, 0.081, 0.797], [-0.500, -0.613, 3.710], [-0.869, -0.628, 3.097], [0.061, 0.308, 0.184], [-0.265, -0.179, -0.195], [0.158, -0.022, 0.014], [-0.246, -0.481, -1.095], [-0.218, 0.218, -0.203], [0.013, -0.005, 0.822], [0.083, -0.103, -0.017], [0.218, -0.183, 0.414]],
  "nbo_charge": [-0.20, -0.32, -0.65, 0.23, -0.18, 0.22, -0.47, 0.22, 0.23, 0.23, 0.12, 0.23, -0.21, 0.28, -0.43, 0.23, -0.45, 0.22, 0.18, 0.21, -0.41, -0.31, 0.22, 0.39, 0.85, -0.19, 0.24, 0.23, -0.47, 0.20, 0.05, -0.23, -0.26],
  "de_lowest_kcal_mol": 120.89,
  "e_tot_ev": -26628.256,
  "lumo_energy_ev": -3.08,
  "gap_ev": 4.581,
  "homo_energy_ev": -7.66,
  "max_force_ha_per_bohr": 0.107
}

(2)
{
  "formula": "C5H10O2",
  "method": "wB97M-V/def2-TZVPD",
  "species": ["H", "C", "C", "O", "O", "H", "H", "H", "H", "C", "H", "C", "C", "H", "H", "H", "H"],
  "coordinates": [[-0.81636, 1.72471, 1.57354], [0.44024, 0.29730, 2.31030], [0.18952, -0.70178, -0.85816], [-0.18835, -1.72330, -3.10629], [0.82111, 1.26875, 3.17751], [-1.23629, 1.03895, -0.72094], [-0.28741, -0.40249, 2.76218], [0.78751, 1.56488, 0.79688], [0.02820, -1.74611, -0.54970], [-0.12380, 1.04868, 1.02509], [-1.58293, -0.44331, 0.30300], [-0.14812, -0.54939, -2.38614], [-0.82749, 0.24289, -0.04652], [1.24504, -0.45273, -0.66593], [1.31946, -0.34272, 1.91960], [0.31286, 0.29533, -2.98355], [-1.20408, -0.14484, -2.37005]],
  "atomic_forces_ev_per_a": [[0.259, 0.114, -0.732], [1.005, 0.891, -0.723], [-0.745, 1.533, -0.534], [0.812, 0.283, 0.140], [0.339, -0.272, 0.621], [-0.100, -1.095, 0.090], [-0.425, -0.344, -0.259], [0.145, 0.616, -1.041], [0.054, 0.294, -0.407], [-1.113, -1.530, 2.981], [-0.642, 0.262, 0.418], [-2.142, -1.428, -0.996], [2.572, 0.569, -1.217], [-0.272, 0.069, 0.206], [-0.675, 0.172, 0.373], [0.843, -0.158, 0.898], [0.087, 0.026, 0.184]],
  "nbo_charge": [0.18, -0.01, -0.43, -1.01, -1.01, 0.18, 0.07, 0.20, 0.19, -0.45, 0.18, -0.02, -0.41, 0.17, 0.06, 0.07, 0.05],
  "de_lowest_kcal_mol": 24.65,
  "e_tot_ev": -9437.553,
  "lumo_energy_ev": 7.28,
  "gap_ev": 6.491,
  "homo_energy_ev": 0.79,
  "max_force_ha_per_bohr": 0.069,
  "smiles": "[O-]CCCCC[O-]",
  "charge": -2
}

(3)
{
  "formula": "C6H15N2PS",
  "method": "wB97M-V/def2-TZVPD",
  "species": ["H", "C", "N", "C", "N", "C", "P", "H", "H", "H", "H", "H", "C", "H", "H", "H", "H", "C", "S", "H", "H", "H", "H", "C", "H"],
  "coordinates": [[-1.59393, 0.68942, -2.53564], [-1.18433, 1.95345, -0.97956], [-0.17985, 0.94740, -1.05854], [-1.58488, 0.15652, 1.86125], [1.07953, -0.70240, 0.62135], [2.16161, 0.09974, 0.21374], [-0.31797, -0.72701, -0.57043], [1.19836, -2.37872, 1.94091], [2.97818, 0.06037, 0.84812], [0.58272, -2.81083, 0.25817], [-1.26335, 1.12810, 1.62047], [2.43538, -2.40092, 0.66187], [-0.82491, 1.39000, -2.27463], [-2.51549, 0.18465, 2.48103], [-1.69505, -1.79834, 1.05744], [-2.36016, 1.86833, -0.71751], [2.77006, 0.48577, -2.59320], [-1.68999, -0.77070, 0.70646], [3.16031, 0.01896, -1.35510], [1.78612, 1.08960, -0.02200], [-0.67910, 2.80982, -0.60442], [-2.57273, -0.64131, 0.15957], [-0.76427, -0.20829, 2.52480], [1.32734, -2.18935, 0.81793], [-0.25359, 1.74573, -3.06206]],
  "atomic_forces_ev_per_a": [[-0.378, -0.184, -0.919], [-2.572, 1.266, 0.848], [-0.345, -2.041, 0.657], [0.301, -1.036, 2.350], [-1.460, -2.151, -1.848], [-2.290, 1.664, -2.132], [0.936, 0.974, 1.039], [-0.117, 0.007, -1.471], [1.440, 0.046, 1.519], [1.077, 0.308, 0.252], [0.028, 1.424, -0.528], [-1.592, -0.154, -0.476], [-0.968, -1.552, 0.736], [0.654, 0.086, -0.568], [-0.072, -0.314, -0.029], [2.996, -0.299, -0.078], [-1.026, -0.019, 1.248], [1.613, -0.328, -0.462], [2.189, -1.539, -1.429], [-0.068, 0.249, 1.343], [-0.414, 1.242, 0.041], [-1.548, 0.194, -0.952], [-0.648, 0.184, -0.300], [1.193, 0.871, 2.273], [1.072, 1.104, -1.115]],
  "nbo_charge": [0.18, -0.25, -0.72, -0.62, -0.70, -0.29, 1.13, 0.20, 0.21, 0.21, 0.21, 0.22, -0.24, 0.21, 0.23, 0.19, 0.15, -0.73, -0.23, 0.25, 0.21, 0.22, 0.22, -0.45, 0.20],
  "de_lowest_kcal_mol": 18.22,
  "e_tot_ev": -29566.080,
  "lumo_energy_ev": 0.81,
  "gap_ev": 8.971,
  "homo_energy_ev": -8.16,
  "max_force_ha_per_bohr": 0.069,
  "smiles": "CCP(N(C)CS)N1CC1"
}